Arrangement one

C6H9N2 | ωB97M-V/def2-TZVPD

XYZ file:
```
17
Properties=species:S:1:pos:R:3:lowdin_charge:R:1
C 1.42071 0.49633 -0.96541 0.004
C 0.65380 1.22518 0.12079 -0.285
C -0.82165 1.36527 -0.31600 -0.081
C -1.14067 -0.12867 -0.57246 -0.132
C -0.42171 -1.16579 0.41399 -0.164
C 1.02507 -1.30060 0.38240 0.006
N 1.60507 -0.72264 -0.68244 0.151
N 1.04412 0.86329 1.27063 0.169
H 1.69974 1.08154 -1.81767 0.147
H -1.43451 1.73166 0.54631 0.139
H -0.99326 1.99152 -1.19208 0.124
H -2.18545 -0.32641 -0.28777 0.135
H -0.64586 -0.41440 -1.49462 0.113
H -0.87669 -1.39598 1.45253 0.165
H -0.95282 -2.20862 0.05881 0.206
H 1.57534 -2.03744 0.89140 0.138
H 0.44879 0.94576 2.19161 0.165
```

Values from the calculation:
**E_LUMO (alpha / beta)**: -0.2112 / -0.2113 hartree
**Net charge**: +1
**2S+1**: 1
**SMILES**: [H]/N=C1/C=[N+]=CCCC1
**Kohn-Sham gap (alpha / beta)**: 9.219 / 9.219 eV

=====

Arrangement two

C6H9N2 | ωB97M-V/def2-TZVPD

XYZ file:
```
17
Properties=species:S:1:pos:R:3:lowdin_charge:R:1
C 3.75021 -1.15972 0.21925 0.042
C -2.62632 -1.42993 0.28843 0.226
C 3.39580 -0.08941 -0.15747 0.001
C -2.05247 -0.46897 -0.10338 -0.130
C -1.47770 1.71297 0.32775 -0.010
C 0.23727 0.26202 -0.70750 0.020
N 0.56105 -0.82554 -0.11482 0.204
N -1.23090 0.55275 -0.55024 -0.171
H 3.85935 -2.16725 0.43084 0.026
H -3.40600 -2.10311 0.48826 0.065
H -1.24833 1.49017 1.30795 0.074
H -0.67096 2.58566 0.09041 0.164
H -2.49953 2.20322 0.10390 0.151
H 3.30276 0.93273 -0.34245 0.031
H -0.04035 -1.35860 0.38658 0.074
H 1.48033 -1.07110 -0.12317 0.013
H -1.33420 0.93413 -1.54433 0.221
```

Values from the calculation:
**E_LUMO**: -0.1307 hartree
**Net charge**: +1
**2S+1**: 1
**Kohn-Sham gap**: 10.676 eV

=====

Arrangement three

C6H9N2 | ωB97M-V/def2-TZVPD

XYZ file:
```
17
Properties=species:S:1:pos:R:3:lowdin_charge:R:1
C 1.40548 -1.47663 -0.41773 -0.121
C 0.27755 2.78808 -1.27379 0.248
C 1.25472 -0.43870 0.16359 -0.087
C -0.21223 2.00210 -0.52958 -0.152
C -1.65581 0.28254 0.21078 0.068
C 0.78643 0.39820 0.94113 0.027
N 0.69130 -2.75044 -0.11643 0.066
N -0.52510 1.25522 0.52740 -0.078
H 2.13035 -1.84691 -1.18033 0.154
H 0.44072 3.33081 -2.11021 0.035
H -1.38884 -0.51651 -0.48764 0.117
H -1.87470 -0.12392 1.14693 0.094
H -2.38149 0.84847 -0.22269 0.077
H 1.02169 0.77126 1.98870 0.161
H -0.12106 -2.67179 0.62338 0.148
H 0.93767 -3.55002 -0.65035 0.067
H -0.78667 1.69824 1.38683 0.178
```

Values from the calculation:
**E_LUMO**: -0.1249 hartree
**Net charge**: +1
**2S+1**: 1
**SMILES**: C#C[N@@H+](C)C=C=CN
**Kohn-Sham gap**: 9.732 eV

=====

Among the structures above, stability is smallest for arrangement two.